93
Properties=species:S:1:pos:R:3 method="wB97M-V/def2-TZVPD" energy_ha=-2241.0277 orbital_gap_ha=0.3139 lumo_energy_ev=0.6 spin_multiplicity=1 e_homo_ev=-7.951
C -0.62825 -1.36172 -2.68290
H 0.17740 -0.65417 -2.85938
H -1.51802 -1.07901 -3.24895
H -0.32973 -2.37295 -2.96803
O -0.91983 -1.30128 -1.29518
C -1.91090 -2.09780 -0.89547
O -2.39337 -2.96167 -1.57778
C -2.30892 -1.83202 0.55750
N -2.32674 -0.40038 0.80000
C -2.73865 0.47928 -0.13374
O -3.14457 0.14694 -1.23305
C -2.62139 1.91783 0.26491
C -1.38018 2.54224 0.21971
C -1.27028 3.88485 0.53520
C -2.39599 4.60789 0.89414
C -3.63436 3.98948 0.92645
C -3.75094 2.64705 0.60780
H -4.71350 2.15762 0.61746
H -4.51404 4.55527 1.19533
H -2.30786 5.65576 1.14095
H -0.30627 4.37216 0.49990
H -0.50947 1.97282 -0.07564
C -1.86048 -0.05204 2.12436
C -1.40114 -1.36545 2.77516
H -2.13641 -1.70758 3.50429
C -0.00181 -1.21799 3.41054
C 0.86112 -1.60466 2.26260
C 0.18313 -2.24236 1.24824
C 1.13473 -2.62333 0.29199
C 2.36066 -2.18226 0.76441
N 2.17998 -1.58828 1.99147
C 3.19299 -0.80295 2.65768
C 3.54499 0.36146 1.76246
C 2.56292 1.25098 1.36811
C 2.84513 2.25393 0.45241
C 4.11404 2.37785 -0.08610
C 5.12589 1.47789 0.31989
C 4.82703 0.48569 1.23691
H 5.57859 -0.22384 1.54251
O 6.34304 1.66380 -0.26086
C 7.41152 0.85054 0.15675
H 8.27509 1.18488 -0.41592
H 7.61526 0.97166 1.22553
H 7.22557 -0.20754 -0.05528
O 4.48952 3.31022 -1.00639
C 3.53699 4.25577 -1.42279
H 2.68387 3.78060 -1.91928
H 4.05318 4.89818 -2.13422
H 3.17767 4.86210 -0.58443
H 2.05912 2.93184 0.16101
H 1.56137 1.16270 1.76250
H 4.07268 -1.42672 2.83229
H 2.78772 -0.46512 3.61492
C 3.71899 -2.35575 0.21838
O 4.66480 -2.71138 0.91169
N 3.86484 -2.12823 -1.10472
C 2.96584 -1.37719 -1.95280
C 3.90885 -0.48909 -2.76302
H 3.45934 -0.13738 -3.68932
C 5.10225 -1.41453 -2.99875
H 6.02094 -0.86639 -3.19584
C 5.18634 -2.22641 -1.70541
H 5.44224 -3.27484 -1.88194
H 5.92160 -1.82105 -1.00317
H 4.90211 -2.07223 -3.84539
H 4.21232 0.37227 -2.16694
H 2.24856 -0.81782 -1.35159
H 2.42154 -2.05945 -2.61697
H 0.97376 -3.17390 -0.61284
C -1.27290 -2.35178 1.57506
H -1.52161 -3.38122 1.85013
H 0.12536 -1.91735 4.24253
H 0.16694 -0.20918 3.79179
H -1.02715 0.65289 2.04765
H -2.65829 0.43309 2.69738
C -3.68502 -2.48622 0.85061
C -4.83451 -1.63224 0.40027
C -5.32842 -1.71679 -0.89202
C -6.34809 -0.88881 -1.32427
C -6.89929 0.04690 -0.45674
C -6.42227 0.12292 0.85082
C -5.40036 -0.70483 1.26683
H -5.03952 -0.62827 2.28385
H -6.86876 0.84172 1.52148
O -7.89853 0.92190 -0.77533
C -8.39261 0.91794 -2.09161
H -9.14948 1.70053 -2.12508
H -8.85479 -0.04189 -2.34543
H -7.60413 1.14459 -2.81644
H -6.69583 -0.97609 -2.34119
H -4.89294 -2.42683 -1.57763
H -3.76664 -2.66067 1.92502
H -3.70352 -3.44515 0.33094